# 1
{"formula": "C36H84N4O8", "method": "wB97M-V/def2-TZVPD", "symbols": ["O", "H", "H", "O", "H", "H", "O", "H", "H", "O", "H", "H", "C", "C", "C", "C", "C", "C", "N", "O", "C", "C", "C", "H", "H", "H", "H", "H", "H", "H", "H", "H", "H", "H", "H", "H", "H", "H", "H", "H", "H", "H", "C", "C", "C", "C", "C", "C", "N", "O", "C", "C", "C", "H", "H", "H", "H", "H", "H", "H", "H", "H", "H", "H", "H", "H", "H", "H", "H", "H", "H", "H", "C", "C", "C", "C", "C", "C", "N", "O", "C", "C", "C", "H", "H", "H", "H", "H", "H", "H", "H", "H", "H", "H", "H", "H", "H", "H", "H", "H", "H", "H", "C", "C", "C", "C", "C", "C", "N", "O", "C", "C", "C", "H", "H", "H", "H", "H", "H", "H", "H", "H", "H", "H", "H", "H", "H", "H", "H", "H", "H", "H"], "positions_angstrom": [[-5.19, -0.78, 0.72], [-4.64, -0.30, 0.10], [-4.55, -1.29, 1.26], [-3.24, -2.06, 2.37], [-2.47, -2.11, 2.96], [-3.91, -2.62, 2.78], [0.13, -1.32, 3.70], [1.08, -1.37, 3.92], [0.08, -0.73, 2.95], [3.71, -3.88, 1.52], [2.75, -3.84, 1.64], [3.88, -4.77, 1.18], [-4.19, -5.01, -5.89], [-3.23, -3.84, -5.63], [-1.91, -4.19, -6.40], [-2.04, -4.08, -7.88], [-2.48, -2.65, -8.30], [-3.78, -2.25, -7.60], [-3.65, -2.52, -6.14], [-4.90, -2.23, -5.47], [-4.02, -0.74, -7.76], [-5.05, -2.94, -8.20], [-2.84, -3.68, -4.16], [-4.10, -5.50, -6.85], [-5.25, -4.75, -5.84], [-4.15, -5.69, -5.03], [-1.12, -3.56, -6.00], [-1.74, -5.24, -6.12], [-2.70, -4.75, -8.43], [-1.03, -4.22, -8.28], [-2.65, -2.84, -9.36], [-1.64, -2.00, -8.07], [-3.21, -0.16, -7.31], [-4.17, -0.40, -8.78], [-4.90, -0.47, -7.18], [-5.92, -2.70, -7.60], [-5.15, -2.35, -9.12], [-4.91, -4.02, -8.23], [-3.58, -3.89, -3.38], [-2.34, -2.74, -3.91], [-2.04, -4.36, -3.86], [-4.70, -1.33, -5.19], [0.43, -3.60, -1.34], [0.78, -2.10, -1.32], [0.98, -1.62, -2.77], [0.78, -0.12, -2.97], [-0.64, 0.22, -2.53], [-0.81, -0.03, -1.01], [-0.41, -1.42, -0.78], [-0.65, -1.76, 0.58], [0.05, 0.96, -0.21], [-2.28, 0.17, -0.66], [2.03, -1.85, -0.48], [1.30, -4.20, -1.65], [-0.38, -3.80, -2.03], [0.25, -3.95, -0.32], [2.00, -1.93, -3.00], [0.32, -2.19, -3.44], [0.90, 0.16, -4.02], [1.49, 0.42, -2.34], [-1.29, -0.51, -3.04], [-1.05, 1.17, -2.88], [-0.19, 1.97, -0.51], [-0.12, 0.78, 0.86], [1.12, 0.77, -0.18], [-2.58, 0.29, 0.38], [-2.73, 0.96, -1.26], [-2.82, -0.75, -0.93], [1.84, -2.07, 0.58], [2.27, -0.79, -0.40], [2.88, -2.42, -0.84], [-1.49, -2.23, 0.59], [-2.93, 3.65, 3.29], [-2.02, 4.86, 3.10], [-1.92, 5.63, 4.47], [-0.76, 6.60, 4.63], [0.53, 5.89, 4.24], [0.54, 5.20, 2.86], [-0.68, 4.37, 2.73], [-0.68, 3.74, 1.47], [0.70, 6.25, 1.75], [1.81, 4.33, 2.95], [-2.64, 5.91, 2.17], [-3.65, 3.87, 4.09], [-2.45, 2.76, 3.69], [-3.31, 3.36, 2.32], [-2.87, 6.13, 4.69], [-1.87, 4.86, 5.25], [-0.77, 7.02, 5.63], [-0.95, 7.43, 3.94], [0.96, 5.21, 4.98], [1.21, 6.75, 4.22], [0.72, 5.88, 0.72], [-0.12, 6.95, 1.87], [1.61, 6.83, 1.94], [2.66, 4.97, 3.19], [1.76, 3.55, 3.70], [2.07, 3.94, 1.97], [-2.27, 6.93, 2.14], [-3.73, 5.97, 2.23], [-2.58, 5.56, 1.13], [-0.59, 4.46, 0.82], [5.29, -2.27, 5.10], [4.36, -1.05, 5.17], [5.07, 0.14, 5.82], [5.94, 0.93, 4.82], [5.11, 1.43, 3.63], [4.38, 0.27, 2.95], [3.73, -0.63, 3.92], [2.91, -1.58, 3.31], [3.21, 0.90, 2.13], [5.30, -0.38, 1.98], [3.11, -1.33, 6.09], [6.09, -2.09, 4.38], [4.81, -3.17, 4.72], [5.69, -2.42, 6.10], [4.41, 0.86, 6.32], [5.67, -0.25, 6.64], [6.76, 0.35, 4.39], [6.50, 1.66, 5.40], [5.88, 1.97, 3.07], [4.43, 2.22, 3.97], [2.48, 1.29, 2.85], [3.57, 1.70, 1.50], [2.50, 0.25, 1.60], [4.80, -1.07, 1.30], [5.83, 0.34, 1.35], [6.12, -0.92, 2.47], [2.60, -2.20, 5.68], [2.50, -0.43, 6.06], [3.47, -1.59, 7.09], [3.51, -2.14, 2.79]], "total_energy_ha": -2242.7755, "relative_energy_kj_mol": 183.28, "lumo_ev": 0.41, "gap_ev": 8.5, "smiles": "CC1(C)CCCC(C)(C)N1O.CC1(C)CCCC(C)(C)N1O.CC1(C)CCCC(C)(C)N1O.CC1(C)CCCC(C)(C)N1O.O.O.O.O", "total_charge": 0}

=====

# 2
{"formula": "C36H84N5O21", "method": "wB97M-V/def2-TZVPD", "symbols": ["C", "C", "C", "O", "C", "N", "H", "H", "H", "H", "H", "H", "H", "H", "H", "H", "H", "H", "C", "C", "C", "O", "C", "N", "H", "H", "H", "H", "H", "H", "H", "H", "H", "H", "H", "H", "C", "C", "C", "O", "C", "N", "H", "H", "H", "H", "H", "H", "H", "H", "H", "H", "H", "H", "C", "C", "C", "O", "C", "N", "H", "H", "H", "H", "H", "H", "H", "H", "H", "H", "H", "H", "C", "C", "C", "O", "C", "N", "H", "H", "H", "H", "H", "H", "H", "H", "H", "H", "H", "H", "C", "C", "O", "O", "H", "H", "H", "C", "C", "O", "O", "H", "H", "H", "C", "C", "O", "O", "H", "H", "H", "C", "C", "O", "O", "H", "H", "H", "C", "C", "O", "O", "H", "H", "H", "C", "C", "O", "O", "H", "H", "H", "C", "C", "O", "O", "H", "H", "H", "C", "C", "O", "O", "H", "H", "H"], "positions_angstrom": [[1.90, 0.86, 2.79], [1.86, 0.26, 4.20], [0.50, 0.40, 5.06], [0.72, -0.19, 6.33], [1.26, 0.77, 7.19], [2.21, -1.12, 4.08], [1.32, -1.76, 3.73], [3.02, -1.29, 3.32], [2.42, -1.54, 4.96], [1.80, 1.94, 2.78], [1.15, 0.40, 2.09], [2.92, 0.68, 2.41], [2.55, 0.78, 4.84], [-0.26, -0.09, 4.48], [0.26, 1.45, 5.22], [1.84, 0.30, 8.02], [0.44, 1.27, 7.70], [1.92, 1.49, 6.65], [-5.38, 0.27, -1.35], [-5.85, -0.87, -2.23], [-6.88, -0.42, -3.27], [-7.56, -1.47, -3.97], [-7.56, -1.28, -5.38], [-4.72, -1.49, -2.95], [-4.23, -0.79, -3.53], [-3.93, -2.38, -1.66], [-5.24, -2.10, -3.61], [-4.88, -0.19, -0.49], [-6.17, 0.93, -1.01], [-4.56, 0.82, -1.82], [-6.32, -1.71, -1.77], [-6.36, 0.25, -3.96], [-7.59, 0.23, -2.85], [-8.43, -0.73, -5.71], [-7.72, -2.29, -5.79], [-6.60, -0.86, -5.70], [4.36, -4.27, -2.19], [3.67, -3.72, -3.47], [4.21, -2.35, -3.72], [5.57, -2.48, -4.12], [6.16, -1.12, -4.24], [3.85, -4.47, -4.67], [3.20, -5.27, -4.82], [1.42, -4.05, -5.75], [4.81, -4.79, -4.71], [5.40, -4.34, -2.46], [4.03, -5.27, -1.89], [4.26, -3.56, -1.37], [2.63, -3.42, -3.37], [3.91, -1.85, -2.78], [3.73, -1.88, -4.64], [6.25, -0.50, -3.29], [5.61, -0.56, -5.03], [7.19, -1.32, -4.59], [0.38, 5.00, 3.71], [1.31, 5.82, 4.60], [2.72, 5.39, 4.30], [3.04, 3.99, 4.47], [3.39, 3.53, 5.71], [1.28, 7.25, 4.34], [1.84, 7.80, 5.00], [2.45, 4.18, -1.81], [0.32, 7.45, 4.39], [0.58, 5.16, 2.67], [-0.64, 5.35, 3.98], [0.51, 3.92, 3.88], [1.11, 5.72, 5.68], [3.35, 5.95, 4.99], [2.92, 5.52, 3.24], [4.26, 4.10, 6.10], [3.74, 2.48, 5.55], [2.60, 3.57, 6.43], [0.91, -1.47, -1.99], [0.52, -0.27, -1.12], [-0.29, -0.68, 0.07], [-0.72, 0.57, 0.61], [-1.40, 0.59, 1.84], [1.66, 0.57, -0.64], [2.11, 1.12, -1.47], [1.30, 1.28, -0.03], [2.34, -0.03, -0.19], [-0.02, -1.96, -2.32], [1.63, -2.12, -1.51], [1.29, -1.03, -2.94], [-0.10, 0.32, -1.75], [0.40, -1.29, 0.66], [-1.10, -1.34, -0.26], [-1.74, 1.61, 1.98], [-0.68, 0.41, 2.63], [-2.17, -0.16, 1.97], [-0.64, 4.22, -1.36], [0.79, 3.96, -1.18], [1.36, 3.27, -0.41], [1.60, 4.61, -2.03], [-1.24, 3.63, -0.68], [-0.85, 4.01, -2.39], [-0.96, 5.23, -1.13], [-3.06, -3.85, 1.16], [-3.92, -3.71, -0.09], [-3.48, -2.69, -0.80], [-4.94, -4.34, -0.27], [-3.56, -4.74, 1.63], [-3.13, -3.00, 1.83], [-2.04, -4.16, 0.99], [-1.66, 1.37, -5.38], [-3.13, 1.37, -5.76], [-3.77, 0.55, -5.06], [-3.58, 2.10, -6.62], [-1.58, 1.05, -4.32], [-1.32, 2.41, -5.46], [-0.98, 0.71, -5.94], [3.24, -3.49, 1.52], [3.61, -2.02, 1.13], [3.45, -1.71, -0.05], [4.09, -1.36, 2.13], [2.81, -4.01, 0.63], [2.57, -3.54, 2.40], [4.19, -4.01, 1.84], [-4.14, 3.22, 4.22], [-4.49, 2.92, 5.70], [-5.73, 3.15, 5.98], [-3.59, 2.43, 6.45], [-4.44, 2.35, 3.64], [-3.04, 3.30, 4.02], [-4.69, 4.07, 3.88], [-1.49, -3.39, -4.74], [-0.29, -4.06, -5.13], [-0.11, -5.27, -4.92], [0.63, -3.35, -5.71], [-2.36, -3.81, -5.21], [-1.49, -2.32, -4.93], [-1.63, -3.65, -3.67], [2.43, 2.47, -5.11], [2.88, 2.29, -3.67], [4.12, 2.34, -3.55], [2.01, 2.08, -2.76], [3.34, 2.67, -5.67], [1.74, 3.28, -5.23], [1.94, 1.57, -5.48], [-0.90, -4.33, 4.64], [0.30, -3.54, 4.20], [1.41, -4.09, 4.39], [0.11, -2.37, 3.67], [-1.53, -3.68, 5.27], [-0.60, -5.25, 5.17], [-1.46, -4.48, 3.75]], "total_energy_ha": -3275.9503, "relative_energy_kj_mol": 0.00, "lumo_ev": 4.95, "gap_ev": 6.5, "total_charge": -3}

=====

# 3
{"formula": "C36H86N2O8", "method": "wB97M-V/def2-TZVPD", "symbols": ["C", "C", "C", "C", "C", "C", "N", "O", "C", "C", "C", "H", "H", "H", "H", "H", "H", "H", "H", "H", "H", "H", "H", "H", "H", "H", "H", "H", "H", "H", "C", "C", "C", "C", "C", "C", "N", "O", "C", "C", "C", "H", "H", "H", "H", "H", "H", "H", "H", "H", "H", "H", "H", "H", "H", "H", "H", "H", "H", "H", "C", "C", "C", "O", "H", "H", "H", "H", "H", "H", "H", "H", "C", "C", "C", "O", "H", "H", "H", "H", "H", "H", "H", "H", "C", "C", "C", "O", "H", "H", "H", "H", "H", "H", "H", "H", "C", "C", "C", "O", "H", "H", "H", "H", "H", "H", "H", "H", "C", "C", "C", "O", "H", "H", "H", "H", "H", "H", "H", "H", "C", "C", "C", "O", "H", "H", "H", "H", "H", "H", "H", "H"], "positions_angstrom": [[1.21, 7.76, 3.27], [1.01, 8.39, 1.84], [2.40, 8.50, 1.06], [2.80, 7.18, 0.36], [1.75, 6.69, -0.66], [0.38, 6.52, 0.07], [0.05, 7.69, 0.92], [-1.19, 7.76, 1.40], [-0.69, 6.42, -1.02], [0.46, 5.25, 0.99], [0.50, 9.82, 1.91], [0.24, 7.51, 3.69], [1.75, 8.34, 4.02], [1.76, 6.82, 3.37], [2.50, 9.28, 0.31], [3.15, 8.60, 1.84], [3.23, 6.39, 0.97], [3.69, 7.52, -0.18], [2.11, 5.80, -1.16], [1.61, 7.36, -1.51], [-0.59, 5.48, -1.55], [-1.70, 6.49, -0.63], [-0.56, 7.19, -1.78], [0.95, 4.46, 0.42], [1.01, 5.42, 1.91], [-0.55, 4.95, 1.28], [0.29, 10.10, 0.88], [1.33, 10.47, 2.18], [-0.37, 9.92, 2.55], [-1.40, 8.66, 1.13], [0.90, -0.13, 2.39], [0.77, -0.36, 0.88], [2.30, -0.35, 0.34], [2.95, -1.65, 0.61], [2.26, -2.86, 0.13], [0.79, -2.91, 0.68], [0.09, -1.61, 0.44], [-1.17, -1.72, 0.97], [0.17, -3.84, -0.32], [0.69, -3.45, 2.19], [-0.07, 0.82, 0.21], [1.24, 0.90, 2.39], [1.78, -0.71, 2.67], [-0.03, -0.33, 2.94], [2.33, -0.29, -0.75], [2.89, 0.43, 0.81], [3.28, -1.81, 1.64], [3.93, -1.80, 0.16], [2.82, -3.75, 0.40], [2.32, -2.73, -0.95], [0.49, -4.87, -0.23], [-0.86, -3.84, 0.04], [0.29, -3.61, -1.38], [1.45, -2.99, 2.82], [-0.33, -3.31, 2.55], [0.80, -4.53, 2.20], [-1.11, 0.81, 0.55], [0.01, 0.86, -0.88], [0.33, 1.81, 0.45], [-1.75, -1.33, 0.31], [-3.00, 2.27, -1.99], [-3.51, 0.90, -1.47], [-2.95, -0.34, -2.27], [-3.29, 0.81, -0.06], [-2.10, 2.60, -1.47], [-3.61, 3.16, -1.88], [-2.70, 2.33, -3.04], [-4.59, 0.95, -1.54], [-3.12, -1.33, -1.84], [-1.88, -0.24, -2.50], [-3.36, -0.50, -3.26], [-3.68, 1.56, 0.40], [2.50, -6.94, 1.48], [3.56, -6.91, 0.44], [3.05, -6.83, -0.95], [4.11, -5.67, 0.58], [1.94, -7.87, 1.33], [1.75, -6.18, 1.28], [2.85, -6.85, 2.50], [4.24, -7.75, 0.53], [2.45, -7.73, -1.11], [3.77, -6.84, -1.76], [2.40, -5.96, -0.97], [4.95, -5.63, 0.13], [2.59, -2.46, -3.95], [1.16, -1.91, -4.16], [0.01, -2.89, -4.48], [0.89, -1.21, -2.98], [2.57, -3.36, -3.33], [3.33, -1.70, -3.72], [2.86, -2.76, -4.96], [1.17, -1.19, -4.99], [-0.94, -2.35, -4.53], [-0.03, -3.69, -3.74], [0.17, -3.32, -5.47], [0.91, -1.87, -2.28], [3.87, 2.34, -4.65], [3.59, 0.96, -4.09], [4.15, 0.86, -2.66], [2.19, 1.02, -4.04], [4.95, 2.46, -4.75], [3.39, 3.01, -3.94], [3.51, 2.52, -5.66], [3.85, 0.09, -4.70], [3.97, -0.18, -2.41], [3.82, 1.57, -1.90], [5.23, 0.99, -2.73], [1.94, 0.17, -3.67], [-3.18, -6.08, 4.34], [-3.78, -5.02, 3.26], [-3.75, -5.57, 1.88], [-5.07, -4.68, 3.62], [-3.01, -5.68, 5.34], [-2.21, -6.43, 4.00], [-3.90, -6.89, 4.50], [-3.26, -4.06, 3.30], [-3.41, -6.59, 1.72], [-2.88, -5.08, 1.44], [-4.68, -5.48, 1.32], [-5.13, -3.96, 4.25], [-4.71, -1.79, 2.08], [-6.28, -1.87, 2.01], [-6.67, -2.44, 0.66], [-6.93, -2.63, 2.99], [-4.39, -1.37, 3.03], [-4.30, -1.16, 1.30], [-4.28, -2.79, 2.12], [-6.71, -0.87, 2.09], [-6.39, -1.73, -0.12], [-7.75, -2.55, 0.69], [-6.17, -3.38, 0.41], [-6.81, -3.58, 2.86]], "total_energy_ha": -2134.1479, "relative_energy_kj_mol": 184.08, "lumo_ev": [-2.57, -6.62], "multiplicity": 2, "gap_ev": [7.2, 3.2], "total_charge": 1}